[1]
C5H4INO | ωB97M-V/def2-TZVPD

Last column: natural (NBO) charge in e.
Cartesian coordinates (Å):
N  -0.964282  -3.500383  -0.517125  -0.30
C  -0.406450  -2.595914  -0.136099  0.18
C  0.622766  -1.273116  0.071916  0.53
O  1.742504  -1.614139  0.370528  -0.48
C  0.539899  0.507099  0.042120  -0.23
I  2.559073  1.066093  -0.095251  0.23
C  -0.672656  1.032976  -0.729854  -0.44
C  -0.443020  1.332284  0.795843  -0.44
H  -0.327628  1.680061  -1.504798  0.24
H  -1.442669  0.300699  -1.016373  0.24
H  -0.180361  2.314083  1.188520  0.25
H  -1.027176  0.750255  1.530569  0.24

Forces on the atoms, in the same order (eV/Å):
-1.4 -2.2 -0.6
2.7 5.6 0.6
1.8 -0.1 2.0
-2.1 -0.7 -0.8
-1.2 -3.3 -0.8
-0.4 0.6 -0.3
1.2 -0.4 1.5
-0.8 -1.1 -0.5
-0.5 0.9 -0.2
0.5 0.4 0.3
0.2 -0.2 -0.5
0.0 0.5 -0.7

- energy above the lowest of the compared OMol25 structures with the same formula, charge and spin (eV) = 2.634
- SMILES string = N#CC(=O)C1(I)CC1
- multiplicity = 1
- highest occupied orbital energy (eV) = -9.841
- gap between HOMO and LUMO (hartree) = 0.35012

=====

[2]
C5H4LiO4 | ωB97M-V/def2-TZVPD

Last column: Löwdin spin population.
Cartesian coordinates (Å):
C  1.855464  0.084366  0.984763  0.42
C  0.780962  -0.131009  0.466059  0.54
H  -0.152032  -0.265616  -0.058696  0.02
H  0.359751  1.361007  1.133817  0.01
O  2.123186  2.316173  2.112241  0.00
C  0.881079  2.895192  2.143261  0.00
O  0.695719  3.979606  2.631089  0.00
O  0.004266  2.198723  1.505271  0.00
Li  -0.233880  5.115648  3.143093  0.00
C  3.804529  2.479109  3.210633  0.00
C  3.278108  3.201504  2.260292  0.00
O  4.310248  2.206499  4.293091  0.00
H  3.171296  4.292313  2.320998  0.00
H  4.997224  1.501774  4.281385  0.00

Forces on the atoms, in the same order (eV/Å):
5.5 0.1 2.4
-5.5 -1.5 -3.4
0.1 -0.4 0.1
0.5 -0.4 0.0
0.0 1.3 -1.0
0.4 -1.3 -1.6
1.5 -1.2 -0.3
-0.4 1.8 1.3
-2.0 2.4 1.0
1.9 2.4 0.3
-2.5 -1.8 2.8
-0.5 -0.9 -0.7
0.7 -0.2 -1.1
0.3 -0.2 0.2

- energy above the lowest of the compared OMol25 structures with the same formula, charge and spin (eV) = 0.000
- multiplicity = 2
- highest occupied orbital energy (alpha / beta) (eV) = -18.247 / -17.901
- expectation value of S² = 0.75
- gap between HOMO and LUMO (alpha / beta) (hartree) = 0.30115 / 0.26093
- total charge = +2

=====

[3]
C5H4MnO5 | ωB97M-V/def2-TZVPD

Last column: Löwdin spin population.
Cartesian coordinates (Å):
O  -1.179602  1.520372  -1.796963  0.10
C  -0.031329  1.347232  -1.502365  0.09
Mn  1.263468  0.265015  -0.618790  4.16
O  3.208477  2.629526  -1.183528  0.05
C  2.463177  1.793445  -0.921088  0.10
C  0.760425  -1.248153  -1.307842  0.08
O  0.274070  -2.271221  -1.670589  0.19
C  2.427139  -0.465368  0.678631  0.08
O  2.725839  -1.257275  1.532110  0.11
C  -2.183289  -0.464228  0.930916  0.00
O  -0.924134  -0.020057  1.250322  0.04
H  -2.125634  -1.106290  0.066391  0.00
H  -2.970534  0.270824  0.640619  0.00
H  -2.716779  -1.101467  1.627724  0.00
H  -0.991293  0.107645  2.274452  0.00

Forces on the atoms, in the same order (eV/Å):
8.4 -1.0 1.8
-12.3 3.5 -3.3
0.2 4.1 2.8
-3.2 -3.3 1.3
6.0 5.8 -2.2
-5.4 -14.0 -6.1
3.2 6.7 2.5
4.3 -7.8 10.4
-1.9 5.9 -6.5
-3.5 -1.0 -2.2
1.5 1.1 3.4
0.2 -0.3 -0.6
1.0 0.3 0.4
0.6 0.0 0.8
0.9 0.0 -2.6

- multiplicity = 6
- highest occupied orbital energy (alpha / beta) (eV) = -18.334 / -18.273
- expectation value of S² = 8.78
- gap between HOMO and LUMO (alpha / beta) (hartree) = 0.26673 / 0.19085
- total charge = +2

=====

[4]
C5H4N2 | ωB97M-V/def2-TZVPD

Last column: natural (NBO) charge in e.
Cartesian coordinates (Å):
C  -0.758892  2.176676  0.462882  -0.25
C  0.070028  1.283692  0.423398  -0.12
C  1.079580  0.304123  0.449384  -0.22
C  1.314244  -0.584255  -0.584097  0.01
N  0.241783  -1.332287  -0.902156  -0.32
N  -0.849350  -1.196844  -0.132575  -0.29
C  -0.627130  -0.264362  0.740568  0.07
H  -1.635453  2.769681  0.494265  0.24
H  2.259285  -0.855157  -1.049566  0.23
H  0.289181  -2.188193  -1.425016  0.41
H  -1.383278  -0.113074  1.522913  0.24

Forces on the atoms, in the same order (eV/Å):
0.2 0.3 -0.1
0.2 1.8 -0.3
-1.8 -1.0 0.8
-0.5 -0.3 0.0
0.5 -0.3 0.2
0.0 0.2 -0.2
0.9 -1.2 0.2
-0.1 0.2 0.0
-0.2 0.4 0.0
0.0 -0.1 -0.3
0.9 0.2 -0.3

- energy above the lowest of the compared OMol25 structures with the same formula, charge and spin (eV) = 6.424
- multiplicity = 1
- highest occupied orbital energy (eV) = -7.718
- gap between HOMO and LUMO (hartree) = 0.29619

=====

[5]
C5H4N2 | ωB97M-V/def2-TZVPD

Last column: natural (NBO) charge in e.
Cartesian coordinates (Å):
C  3.027839  0.622823  0.062600  0.23
C  1.787443  0.274773  0.105385  -0.63
C  0.372544  0.141602  0.363010  0.10
C  -0.302809  -0.986685  -0.056458  -0.32
C  -1.628829  -0.563658  -0.198380  -0.05
N  -1.774987  0.713681  0.138443  -0.24
N  -0.545436  1.123270  0.474337  -0.31
H  1.761990  -0.323804  -0.836275  0.36
H  0.157656  -1.954465  -0.214959  0.24
H  -2.469002  -1.133459  -0.566921  0.22
H  -0.386413  2.085919  0.729219  0.42

Forces on the atoms, in the same order (eV/Å):
-0.9 -0.2 0.0
0.4 0.1 -0.1
-0.4 -0.1 -0.1
-0.2 0.0 0.2
-0.3 0.0 0.2
0.0 -0.2 0.0
0.1 0.1 0.0
1.7 0.1 -0.3
-0.2 0.2 -0.2
0.0 0.1 0.2
-0.1 -0.1 -0.1

- energy above the lowest of the compared OMol25 structures with the same formula, charge and spin (eV) = 4.594
- multiplicity = 1
- highest occupied orbital energy (eV) = -9.444
- gap between HOMO and LUMO (hartree) = 0.34084

=====

[6]
C5H4N2 | ωB97M-V/def2-TZVPD

Last column: natural (NBO) charge in e.
Cartesian coordinates (Å):
C  1.470811  1.000435  2.325768  -0.17
C  1.114470  0.365751  1.360762  -0.10
C  0.709516  -0.176321  0.124512  -0.09
N  -0.411950  -0.870179  -0.036546  -0.35
C  -1.153075  -0.826217  -1.169416  -0.27
C  -1.070590  0.362475  -1.918616  0.21
N  -0.998988  1.412407  -2.419559  -0.34
H  1.767081  1.596577  3.159889  0.24
H  1.194834  0.146249  -0.788783  0.24
H  -0.781434  -1.386058  0.760571  0.42
H  -1.840676  -1.625124  -1.398584  0.23

Forces on the atoms, in the same order (eV/Å):
-0.1 -0.3 -0.3
0.2 0.2 0.5
-0.1 0.1 -0.1
0.1 0.2 0.0
-0.1 0.0 0.1
0.1 0.8 -0.5
-0.1 -1.1 0.3
0.0 -0.2 -0.1
-0.1 0.1 0.1
0.1 0.1 -0.1
0.0 0.1 0.1

- energy above the lowest of the compared OMol25 structures with the same formula, charge and spin (eV) = 3.841
- multiplicity = 1
- highest occupied orbital energy (alpha / beta) (eV) = -7.668 / -7.667
- gap between HOMO and LUMO (alpha / beta) (hartree) = 0.25945 / 0.25941

=====

[7]
C5H4N2 | ωB97M-V/def2-TZVPD

Last column: natural (NBO) charge in e.
Cartesian coordinates (Å):
C  3.005860  0.532845  0.205709  0.01
C  1.759191  0.305260  0.160275  -0.40
C  0.350804  0.052466  0.209678  0.04
C  -0.365843  -1.086827  -0.082649  -0.28
C  -1.704233  -0.656543  -0.085396  -0.06
N  -1.808448  0.641564  0.183127  -0.23
N  -0.556049  1.052660  0.351603  -0.30
H  2.225260  0.438918  -0.926494  0.34
H  0.046085  -2.064669  -0.287664  0.24
H  -2.593911  -1.237191  -0.282626  0.22
H  -0.358718  2.021516  0.554434  0.42

Forces on the atoms, in the same order (eV/Å):
-0.7 -0.1 -0.2
0.4 0.1 0.2
-0.2 0.0 -0.1
0.0 0.0 0.0
-0.2 0.0 0.0
0.1 -0.2 0.0
0.1 0.1 0.1
0.6 0.1 -0.1
-0.1 0.1 0.1
0.1 0.1 0.1
-0.1 -0.2 0.0

- energy above the lowest of the compared OMol25 structures with the same formula, charge and spin (eV) = 3.839
- multiplicity = 1
- highest occupied orbital energy (eV) = -10.070
- gap between HOMO and LUMO (hartree) = 0.39578

=====

[8]
C5H4N2 | ωB97M-V/def2-TZVPD

Last column: natural (NBO) charge in e.
Cartesian coordinates (Å):
C  -0.548692  2.515955  -0.433394  -0.16
C  -0.372187  1.340729  -0.202606  -0.07
C  -0.170876  -0.021029  0.168228  -0.11
C  1.090593  -0.679927  -0.145470  0.08
N  1.167008  -1.901247  -0.503190  -0.56
N  -1.351247  -1.735976  0.052875  -0.12
C  -1.327011  -0.714492  0.748637  -0.02
H  -0.699662  3.551556  -0.657919  0.24
H  1.960154  -0.014825  -0.061998  0.18
H  2.138634  -2.208866  -0.532880  0.34
H  -2.101071  -0.247513  1.360973  0.20

Forces on the atoms, in the same order (eV/Å):
0.1 -0.6 0.1
-0.1 0.3 -0.3
0.0 -0.1 -0.2
0.0 -0.3 0.0
0.3 0.3 0.2
-0.1 1.0 -0.1
-0.2 -0.4 0.0
0.0 -0.3 0.1
-0.1 -0.1 0.1
0.1 0.1 -0.1
0.1 -0.1 0.3

- energy above the lowest of the compared OMol25 structures with the same formula, charge and spin (eV) = 5.654
- multiplicity = 1
- highest occupied orbital energy (eV) = -8.378
- gap between HOMO and LUMO (hartree) = 0.25901

=====

[9]
C5H4N2 | ωB97M-V/def2-TZVPD

Last column: natural (NBO) charge in e.
Cartesian coordinates (Å):
C  -0.173834  -1.884295  -1.670850  -0.17
C  -0.184709  -0.814824  -1.117878  -0.07
C  -0.268167  0.541232  -0.622683  -0.12
N  -1.117616  0.905190  0.507526  -0.52
C  0.330556  1.008013  0.666378  -0.18
C  1.021050  0.112129  1.570619  0.25
N  1.562593  -0.541149  2.358217  -0.29
H  -0.164360  -2.828232  -2.171833  0.24
H  -0.284216  1.282545  -1.417878  0.23
H  -1.460846  0.067471  0.974094  0.37
H  0.708092  2.027047  0.700422  0.24

Forces on the atoms, in the same order (eV/Å):
0.0 0.4 0.3
0.0 -0.4 -0.2
0.0 0.0 -0.2
-0.2 -0.1 0.1
0.2 0.1 0.1
0.5 -0.6 0.7
-0.6 0.6 -0.9
0.0 0.1 0.2
0.0 -0.1 0.1
0.1 0.1 -0.1
0.0 -0.2 0.0

- energy above the lowest of the compared OMol25 structures with the same formula, charge and spin (eV) = 3.028
- SMILES string = C#C[C@H]1N[C@H]1C#N
- multiplicity = 1
- highest occupied orbital energy (eV) = -10.046
- gap between HOMO and LUMO (hartree) = 0.39957

=====

[10]
C5H4N2 | ωB97M-V/def2-TZVPD

Last column: natural (NBO) charge in e.
Cartesian coordinates (Å):
C  -2.059432  1.848529  0.585315  -0.22
C  -1.064863  1.180105  0.468799  -0.02
C  -0.080487  0.191638  0.200809  -0.25
C  -0.384631  -1.187312  0.077988  -0.02
N  0.652064  -1.882724  -0.347168  -0.25
N  1.622897  -0.968798  -0.497882  -0.33
C  1.240001  0.288147  -0.185421  -0.01
H  -3.009600  2.321424  0.524899  0.23
H  -1.339400  -1.656634  0.277741  0.22
H  2.521409  -1.272469  -0.835102  0.41
H  1.902042  1.138095  -0.269978  0.23

Forces on the atoms, in the same order (eV/Å):
0.3 -0.4 -0.2
-0.5 0.2 0.0
0.0 -0.1 -0.1
0.0 -0.1 0.0
-0.1 0.2 0.1
0.2 0.1 0.0
0.0 -0.1 0.0
0.1 0.3 0.2
0.2 0.0 0.0
-0.1 0.1 0.1
-0.1 -0.1 0.0

- energy above the lowest of the compared OMol25 structures with the same formula, charge and spin (eV) = 1.930
- SMILES string = C#Cc1cn[nH]c1
- multiplicity = 1
- highest occupied orbital energy (eV) = -8.909
- gap between HOMO and LUMO (hartree) = 0.36146